Record 1
Entry from the OMol25 dataset: C4H6N2O as an isolated structure in a non-equilibrium geometry (wB97M-V/def2-TZVPD).

```
! wB97M-V def2-TZVPD RIJCOSX def2/J DEFGRID3
* xyz 0 1
N -0.656 1.455 -1.581
C -0.316 0.344 -1.108
O -0.489 -0.943 -1.541
C 0.094 -1.491 -0.315
C 0.299 -0.076 0.191
C 1.347 0.616 0.942
N -0.262 0.486 1.377
H -1.136 1.356 -2.475
H -0.634 -2.079 0.244
H 1.000 -2.060 -0.534
H 1.558 1.605 0.524
H 1.034 0.443 2.032
H -0.672 1.397 1.217
*
```

Output
E_HOMO in Ha: -0.360
Gap between HOMO and LUMO in hartree: 0.3982
Energy relative to the best compared isomer or geometry (same formula, charge and spin) in kcal per mole: 114.3

The computed natural (NBO) charges, all in e, follow:
1. N -0.698
2. C 0.571
3. O -0.490
4. C -0.063
5. C -0.075
6. C -0.379
7. N -0.548
8. H 0.362
9. H 0.198
10. H 0.196
11. H 0.210
12. H 0.339
13. H 0.376

Record 2
Entry from the OMol25 dataset: C2H3Br2O4P as an isolated structure in a non-equilibrium geometry (wB97M-V/def2-TZVPD).

```
! wB97M-V def2-TZVPD RIJCOSX def2/J DEFGRID3
* xyz -2 1
C 0.311 0.260 -1.613
C 1.371 0.539 -0.861
O -1.521 1.152 0.312
O -1.120 -1.354 -0.059
O -1.608 -0.676 2.273
O 0.581 0.037 1.351
P -0.841 -0.138 0.814
Br 1.844 2.234 -0.100
Br 2.756 -0.709 -0.609
H 0.467 -0.611 -2.114
H -1.646 -1.621 2.174
H -0.593 0.886 -1.568
*
```

Output
E_HOMO in Ha: 0.009
Gap between HOMO and LUMO in hartree: 0.1856
Energy relative to the best compared isomer or geometry (same formula, charge and spin) in kcal per mole: 31.5

The computed natural (NBO) charges, all in e, follow:
1. C -0.500
2. C -0.154
3. O -1.254
4. O -1.267
5. O -1.068
6. O -1.239
7. P 2.489
8. Br 0.019
9. Br 0.014
10. H 0.206
11. H 0.459
12. H 0.295

Record 3
Entry from the OMol25 dataset: Cl3P as an isolated structure in a non-equilibrium geometry (wB97M-V/def2-TZVPD).

```
! wB97M-V def2-TZVPD RIJCOSX def2/J DEFGRID3
* xyz 0 1
P -0.458 -0.126 1.493
Cl 0.838 -0.248 0.007
Cl 1.807 1.008 -2.158
Cl -2.186 -0.634 0.658
*
```

Output
E_HOMO (alpha / beta) in Ha: -0.402 / -0.322
Gap between HOMO and LUMO (alpha / beta) in hartree: 0.3317 / 0.1967
Energy relative to the best compared isomer or geometry (same formula, charge and spin) in kcal per mole: 70.8

The computed natural (NBO) charges, all in e, follow:
1. P 0.606
2. Cl -0.152
3. Cl -0.210
4. Cl -0.245

Record 4
Entry from the OMol25 dataset: a 2-piece molecular cluster, C2H8NO overall in a non-equilibrium geometry (wB97M-V/def2-TZVPD).

```
! wB97M-V def2-TZVPD RIJCOSX def2/J DEFGRID3
* xyz -1 1
O -2.449 -1.466 -0.131
H -2.763 -1.790 0.715
C 2.089 0.804 0.050
C 0.717 0.390 0.535
N -0.256 0.457 -0.551
H 2.560 0.070 -0.628
H 2.834 1.042 0.808
H 1.985 1.596 -0.698
H 0.452 1.151 1.269
H 0.669 -0.592 1.019
H -1.152 0.110 -0.177
H -0.023 -0.136 -1.326
*
```

Output
E_HOMO in Ha: -0.090
Gap between HOMO and LUMO in hartree: 0.2376
Energy relative to the best compared isomer or geometry (same formula, charge and spin) in kcal per mole: 10.0

The computed natural (NBO) charges, all in e, follow:
1. O -1.362
2. H 0.391
3. C -0.621
4. C -0.219
5. N -0.885
6. H 0.183
7. H 0.189
8. H 0.207
9. H 0.163
10. H 0.172
11. H 0.440
12. H 0.342

Record 5
Entry from the OMol25 dataset: one molecule with the formula C3H5N3OS in a non-equilibrium geometry (wB97M-V/def2-TZVPD).

```
! wB97M-V def2-TZVPD RIJCOSX def2/J DEFGRID3
* xyz 0 1
C -1.943 -0.028 0.311
C -1.659 1.064 -0.393
C 1.525 0.238 -1.101
N -1.059 -1.094 -0.085
N 1.441 -0.430 1.204
N 2.003 -0.041 0.074
O -0.766 -0.148 -2.595
S -0.353 0.045 -1.232
H -2.624 -0.295 1.113
H -2.064 2.056 -0.519
H 0.433 -0.796 1.081
H 2.125 -0.663 2.016
H 2.942 0.091 0.127
*
```

Output
E_HOMO in Ha: -0.299
Gap between HOMO and LUMO in hartree: 0.2882
Energy relative to the best compared isomer or geometry (same formula, charge and spin) in kcal per mole: 193.6

The computed natural (NBO) charges, all in e, follow:
1. C 0.011
2. C -0.556
3. C -0.161
4. N -0.850
5. N -0.676
6. N -0.306
7. O -0.870
8. S 1.701
9. H 0.220
10. H 0.243
11. H 0.444
12. H 0.399
13. H 0.401

Record 6
Entry from the OMol25 dataset: C9H21N3O3Tl as an isolated structure (wB97M-V/def2-TZVPD).

```
! wB97M-V def2-TZVPD RIJCOSX def2/J DEFGRID3
* xyz 3 1
Tl 17.341 -5.290 -24.123
C 15.884 -0.311 -24.088
C 15.549 -1.622 -23.450
O 16.198 -2.653 -23.672
N 14.493 -1.642 -22.582
C 13.988 -2.781 -21.868
H 15.229 0.500 -23.775
H 15.903 -0.409 -25.170
H 16.898 -0.034 -23.779
H 14.153 -0.726 -22.301
H 13.781 -2.512 -20.834
H 14.653 -3.632 -21.969
H 13.036 -3.102 -22.337
C 19.913 -4.116 -27.770
C 19.659 -3.178 -26.627
O 18.717 -3.322 -25.830
N 20.500 -2.113 -26.492
C 20.499 -1.225 -25.351
H 20.706 -3.743 -28.417
H 18.997 -4.193 -28.356
H 20.193 -5.110 -27.420
H 21.369 -2.124 -27.021
H 20.912 -0.260 -25.653
H 21.179 -1.619 -24.578
H 19.497 -1.106 -24.955
C 16.119 -5.517 -28.724
C 15.826 -4.370 -27.799
O 16.150 -4.361 -26.597
N 15.153 -3.314 -28.321
C 14.715 -2.167 -27.603
H 17.034 -5.997 -28.383
H 16.256 -5.187 -29.752
H 15.304 -6.238 -28.655
H 14.992 -3.334 -29.326
H 15.209 -1.243 -27.930
H 14.841 -2.329 -26.536
H 13.637 -2.030 -27.805
*
```

Output
E_HOMO in Ha: -0.700
Gap between HOMO and LUMO in hartree: 0.0978
Energy relative to the best compared isomer or geometry (same formula, charge and spin) in kcal per mole: 0.4

The computed natural (NBO) charges, all in e, follow:
1. Tl 0.983
2. C -0.714
3. C 0.659
4. O -0.554
5. N -0.356
6. C -0.442
7. H 0.256
8. H 0.250
9. H 0.272
10. H 0.443
11. H 0.285
12. H 0.242
13. H 0.287
14. C -0.698
15. C 0.662
16. O -0.466
17. N -0.381
18. C -0.443
19. H 0.265
20. H 0.252
21. H 0.281
22. H 0.446
23. H 0.277
24. H 0.277
25. H 0.239
26. C -0.719
27. C 0.658
28. O -0.524
29. N -0.348
30. C -0.451
31. H 0.256
32. H 0.257
33. H 0.293
34. H 0.447
35. H 0.280
36. H 0.237
37. H 0.290

Here are the calculated total energy numbers, same order: -9268.546; -159687.144; -46854.797; -5740.738; -20537.264; -24947.856 (eV).